No. 1
ORCA calculation (the ωB97M-V functional and the def2-TZVPD basis) on a cluster of 2 separate species, C4H11NO3 in total.

Structure (XYZ):
```
19
Properties=species:S:1:pos:R:3:forces:R:3
C -0.646 0.553 -0.044 1.86 -0.25 0.08
C -0.154 -0.698 -0.617 -4.10 -0.58 -1.38
C 1.968 -0.045 1.156 0.08 0.53 0.40
C -1.205 0.696 1.323 0.19 0.00 0.05
N 0.281 -0.639 -1.977 -0.54 0.48 0.90
O 1.306 0.536 0.069 -0.41 0.56 0.17
O -0.990 1.496 -0.911 1.30 0.37 0.44
O -1.831 -1.158 -0.778 1.41 -0.40 -0.06
H -0.309 1.465 -1.624 -0.82 -0.24 0.08
H -2.219 -0.653 -1.509 0.37 -0.05 0.10
H 0.106 -1.520 0.036 0.22 0.21 0.13
H 1.196 -0.215 -2.082 -0.02 -0.82 -0.13
H -0.044 -1.451 -2.488 0.70 0.25 -0.12
H 1.732 0.461 2.106 0.06 0.04 -0.07
H 3.050 0.046 0.999 -0.07 0.04 0.03
H 1.782 -1.114 1.345 -0.26 -0.06 -0.35
H -2.263 0.954 1.268 0.09 -0.06 -0.10
H -1.087 -0.221 1.897 -0.01 0.00 -0.09
H -0.674 1.507 1.829 -0.05 -0.03 -0.08
```
Positions in Å, forces in eV/Å.

## Properties
Charge   0
Orbital gap   0.3530 Eh
Multiplicity   1

No. 2
ORCA calculation (the ωB97M-V functional and the def2-TZVPD basis) on a cluster of 2 separate species, C4H11NO3 in total.

Structure (XYZ):
```
19
Properties=species:S:1:pos:R:3:forces:R:3
C 1.762 1.406 -0.364 1.74 2.25 -0.49
C 0.369 1.343 0.127 -2.40 -3.00 -1.23
C -0.798 1.871 -0.827 1.59 0.48 1.61
O -1.964 1.700 -0.636 0.23 0.41 -0.10
N -0.185 -0.143 -0.052 0.67 1.11 3.15
C -0.502 -0.739 1.269 -0.62 3.48 1.55
O -1.484 -1.677 1.099 -2.52 -0.26 -2.34
H 2.021 2.530 -0.421 0.00 -1.60 -0.03
H 2.572 0.915 0.245 -1.21 0.43 -0.21
H 1.869 1.006 -1.367 -0.07 -0.02 -0.29
H 0.338 1.770 1.135 -0.60 -0.63 -0.04
H -0.344 2.384 -1.664 -0.29 0.44 -1.17
H 0.439 -0.762 -0.529 1.09 0.17 -0.41
H 0.370 -1.136 1.891 -1.07 0.07 -1.05
H -0.974 0.165 1.925 1.28 -1.80 -1.36
H -2.145 -1.301 0.347 2.29 -1.08 2.64
O -0.477 -3.128 -1.120 0.29 1.11 -0.26
H -0.469 -2.343 -0.534 -0.41 -1.07 -0.43
H -0.400 -3.862 -0.523 -0.01 -0.49 0.44
```
Positions in Å, forces in eV/Å.

## Properties
Charge   0
Orbital gap   0.3801 Eh
SMILES   C[C@@H](C=O)NCO.O
Multiplicity   1

No. 3
ORCA calculation (the ωB97M-V functional and the def2-TZVPD basis) on a cluster of 2 separate species, C4H11NO3 in total.

Structure (XYZ):
```
19
Properties=species:S:1:pos:R:3:forces:R:3
N -1.366 -1.842 -0.405 -0.14 -0.83 0.18
C -0.501 -0.699 -0.312 0.44 1.12 0.49
C -1.129 0.401 -1.162 0.69 0.00 -0.69
O -0.613 1.469 -1.378 -0.13 0.08 0.44
C 0.980 -0.869 -0.737 -0.23 -0.67 -0.29
C 1.976 -0.138 0.179 -0.49 0.67 -1.61
O 2.194 -0.619 1.474 0.94 -0.03 -0.62
H -0.955 -2.751 -0.245 0.48 0.21 -0.06
H -2.176 -1.816 0.198 -0.05 0.37 -0.02
H -0.349 -0.225 0.680 -0.77 -0.39 0.19
H -2.030 0.106 -1.714 -0.42 -0.11 0.13
H 1.084 -0.434 -1.736 0.24 -0.09 0.12
H 1.211 -1.932 -0.838 0.05 -0.08 0.14
H 1.609 0.901 0.143 0.32 0.01 0.49
H 2.918 -0.152 -0.359 0.34 0.01 0.22
H 1.355 -0.826 1.833 -1.29 -0.35 0.89
O -1.490 2.173 1.711 -0.07 0.51 -0.28
H -1.412 1.260 1.967 0.05 -0.45 0.12
H -1.269 2.204 0.770 0.04 0.02 0.16
```
Positions in Å, forces in eV/Å.

## Properties
Charge   0
Orbital gap   0.3817 Eh
SMILES   N[C@H](C=O)CCO.O
Multiplicity   1

No. 4
ORCA calculation (the ωB97M-V functional and the def2-TZVPD basis) on a cluster of 2 separate species, C4H11NO3 in total.

Structure (XYZ):
```
19
Properties=species:S:1:pos:R:3:forces:R:3
N 2.388 -0.063 -1.271 -0.07 -0.01 0.19
C 1.622 -0.117 -0.018 0.23 0.03 -0.23
C 0.702 1.098 0.199 -0.53 -0.41 0.11
C -0.797 0.764 -0.104 1.95 -0.23 0.40
C -1.429 0.152 1.109 -2.90 1.58 -0.26
O -1.711 -0.994 1.357 1.12 -0.17 -0.09
O -2.005 1.160 1.842 0.97 -0.20 0.23
H 3.372 0.112 -1.164 0.07 0.25 0.09
H 1.972 0.612 -1.897 0.26 -0.01 -0.09
H 1.085 -1.053 -0.100 -0.70 -0.08 0.40
H 2.231 -0.217 0.880 0.53 -0.04 -0.32
H 0.799 1.433 1.234 -0.05 0.23 -0.11
H 1.021 1.915 -0.450 0.04 0.02 0.09
H -1.285 1.620 -0.543 -0.60 0.24 0.62
H -0.767 0.016 -0.847 -0.15 -0.93 -1.01
H -2.365 0.782 2.656 -0.16 -0.16 -0.03
O -1.709 -2.188 -1.269 0.06 -0.04 -0.11
H -1.463 -3.118 -1.270 -0.01 0.04 -0.02
H -1.661 -1.915 -0.342 -0.07 -0.12 0.14
```
Positions in Å, forces in eV/Å.

## Properties
Charge   0
Orbital gap   0.3627 Eh
SMILES   NCCCC(=O)O.O
Multiplicity   1

No. 5
ORCA calculation (the ωB97M-V functional and the def2-TZVPD basis) on a cluster of 2 separate species, C4H11NO3 in total.

Structure (XYZ):
```
19
Properties=species:S:1:pos:R:3:forces:R:3
O 2.260 2.270 1.313 -0.09 -0.53 0.44
C 2.446 1.073 1.300 0.85 1.87 -2.05
N 2.397 0.336 0.071 0.03 1.72 1.01
C 1.973 -0.958 0.297 -0.34 -4.81 0.54
C 0.424 -1.296 0.171 -1.19 0.07 1.27
C -0.336 -0.668 -1.074 2.67 0.30 -0.48
O -0.288 -1.425 -2.266 -0.02 -1.57 -1.14
H 2.884 0.573 2.223 -0.83 -0.24 -1.21
H 2.120 0.740 -0.868 0.47 0.06 2.17
H 2.480 -1.714 -0.355 -0.25 0.79 0.03
H 2.375 -1.308 1.332 -1.02 0.68 -1.51
H -0.118 -1.115 1.169 0.66 0.62 -1.42
H 0.315 -2.389 0.172 0.25 0.09 -0.57
H -1.322 -0.297 -0.989 -1.03 0.35 1.08
H 0.309 0.186 -1.414 -0.83 -0.18 0.73
H -1.070 -1.946 -2.558 0.64 0.78 1.12
O -6.771 1.036 0.408 -0.93 1.33 -0.74
H -6.087 0.634 0.891 1.41 -0.78 1.01
H -7.316 0.325 0.101 -0.49 -0.56 -0.27
```
Positions in Å, forces in eV/Å.

## Properties
Charge   0
Orbital gap   0.3724 Eh
SMILES   O=CNCCCO.O
Multiplicity   1

No. 6
ORCA calculation (the ωB97M-V functional and the def2-TZVPD basis) on a cluster of 3 separate species, C4H11NO3 in total.

Structure (XYZ):
```
19
Properties=species:S:1:pos:R:3:forces:R:3
C -1.311 -1.208 -0.142 -1.23 0.89 -0.40
C -0.883 -0.555 1.291 -1.18 -1.24 2.93
N 0.446 -0.257 1.514 -0.17 0.03 -3.87
C 0.890 0.662 0.415 -0.04 1.34 1.37
C 1.823 0.022 -0.662 -5.85 -3.31 0.04
O 3.251 1.986 -0.407 -2.24 -2.82 1.19
O 1.283 -0.169 -1.795 2.47 0.70 2.35
H -2.115 -1.883 0.158 0.98 -0.89 -0.10
H -2.037 -0.448 -0.476 0.19 0.61 -0.54
H -0.653 -1.471 -0.965 0.39 -0.30 0.70
H -1.607 0.280 1.410 0.46 0.35 -0.58
H -1.284 -1.306 2.051 1.02 0.90 -0.62
H 3.810 2.768 -0.523 0.21 -0.74 -1.78
H 1.470 1.460 0.933 -0.11 -0.37 -0.37
H 0.073 1.115 -0.158 -0.04 -0.16 0.32
H 2.711 0.872 -0.983 3.78 5.28 -0.02
H 2.445 -0.700 -0.131 1.40 -0.18 -0.80
H -4.569 -0.359 -0.865 0.18 0.67 -0.13
O -3.744 -0.810 -0.664 -0.23 -0.77 0.31
```
Positions in Å, forces in eV/Å.

## Properties
Charge   0
Orbital gap   0.1392 Eh
Multiplicity   1

No. 7
ORCA calculation (the ωB97M-V functional and the def2-TZVPD basis) on a cluster of 2 separate species, C4H11NO3 in total.

Structure (XYZ):
```
19
Properties=species:S:1:pos:R:3:forces:R:3
N 0.366 2.120 1.523 0.11 -0.29 -0.37
C -0.105 0.958 1.008 -1.05 -0.18 0.43
O -0.131 -0.058 1.685 0.39 -0.19 -0.09
C -0.705 0.992 -0.383 1.02 -0.11 0.29
C 0.330 0.537 -1.437 -0.87 -0.52 0.22
C 0.910 -0.837 -1.132 0.85 -0.37 0.41
O 1.155 -1.623 -2.294 -0.04 -0.02 0.04
H 0.190 2.990 1.056 0.17 0.11 0.16
H 0.693 2.068 2.472 0.01 0.31 0.02
H -1.498 0.248 -0.407 -0.24 0.24 0.16
H -1.075 2.000 -0.568 -0.16 -0.09 -0.33
H -0.292 0.383 -2.329 0.46 0.49 -0.28
H 1.132 1.254 -1.565 -0.09 0.24 -0.37
H 1.875 -0.770 -0.619 0.02 0.34 -0.06
H 0.318 -1.394 -0.409 -0.55 -0.11 -0.28
H 0.798 -1.188 -3.070 -0.08 0.06 0.00
O -1.670 -2.565 2.174 -1.03 -0.04 -0.09
H -1.167 -1.841 1.785 0.59 -0.16 0.31
H -1.123 -3.274 2.510 0.50 0.30 -0.17
```
Positions in Å, forces in eV/Å.

## Properties
Charge   0
Orbital gap   0.3922 Eh
SMILES   NC(=O)CCCO.O
Multiplicity   1

No. 8
ORCA calculation (the ωB97M-V functional and the def2-TZVPD basis) on an isolated molecule of C4H11NO3.

Structure (XYZ):
```
19
Properties=species:S:1:pos:R:3:forces:R:3
N -0.186 -0.149 1.373 2.62 -1.14 3.17
C -0.071 -0.157 -0.033 -2.52 -1.66 -1.19
C -1.538 -0.561 -0.500 0.84 -1.47 -0.30
O -2.470 0.147 0.239 -0.78 0.48 0.37
C 1.078 -1.038 -0.607 -0.06 0.92 -0.31
O 2.159 -0.884 0.298 0.15 3.60 -0.12
C -0.001 1.165 -0.583 5.08 -0.11 -1.61
O 1.205 1.768 0.004 0.03 2.54 2.35
H 0.675 0.273 1.886 -1.97 -0.71 -1.43
H -0.028 -1.157 1.584 -0.43 0.75 0.56
H -1.571 -0.156 -1.540 -0.57 -1.10 0.41
H -1.771 -1.698 -0.362 0.75 1.68 -0.80
H -2.207 0.081 1.175 0.11 0.07 -0.35
H 1.347 -0.799 -1.777 -0.67 -0.69 2.84
H 0.707 -2.026 -0.437 0.13 -1.14 -0.68
H 2.107 0.179 0.489 0.73 -3.42 -0.77
H 0.311 0.844 -1.650 -0.90 2.06 1.13
H -0.800 1.765 -0.410 -2.50 1.70 -0.02
H 1.054 2.404 0.851 -0.06 -2.36 -3.26
```
Positions in Å, forces in eV/Å.

## Properties
Charge   0
Orbital gap   0.3842 Eh
SMILES   NC(CO)(CO)CO
Multiplicity   1

No. 9
ORCA calculation (the ωB97M-V functional and the def2-TZVPD basis) on a structure of composition C4H11NO3P.

Structure (XYZ):
```
20
Properties=species:S:1:pos:R:3:forces:R:3
C -0.431 -1.892 -0.315 3.47 -0.81 -3.39
C -0.900 -0.377 1.483 -0.42 1.63 -0.32
C -0.907 1.871 -0.377 -0.14 0.19 0.64
C -0.404 -0.462 0.095 4.21 -0.26 -0.58
N -1.043 0.444 -0.821 -0.35 1.04 0.35
O 2.130 0.856 -1.202 -0.67 0.72 0.76
O 2.698 -1.223 0.020 -0.09 -0.92 0.24
O 2.009 0.940 1.368 0.00 -0.38 -0.60
P 1.871 -0.007 0.211 -2.03 0.81 0.31
H 0.448 -2.410 0.223 -1.87 0.29 -0.73
H -0.285 -2.156 -1.503 0.30 1.15 2.49
H -1.397 -2.238 -0.253 -2.35 -1.48 1.13
H -0.352 0.383 1.972 0.64 1.17 0.68
H -1.898 0.069 1.324 -0.41 -1.02 0.99
H -0.685 -1.236 2.098 -0.80 -0.62 -0.08
H 0.081 1.954 0.057 0.47 0.47 0.00
H -0.967 2.475 -1.284 -0.09 0.16 0.24
H -1.576 2.340 0.433 0.28 -1.36 -1.33
H 2.034 0.219 -1.898 0.23 -0.57 -0.64
H -0.425 0.449 -1.629 -0.38 -0.22 -0.15
```
Positions in Å, forces in eV/Å.

## Properties
Charge   -1
Orbital gap   0.2738 Eh
Multiplicity   1

No. 10
ORCA calculation (the ωB97M-V functional and the def2-TZVPD basis) on the ion C4H11NOPS with charge +1.

Structure (XYZ):
```
19
Properties=species:S:1:pos:R:3:forces:R:3
C 2.162 -0.207 -0.055 2.53 2.27 -0.70
N 0.811 -0.249 -0.667 1.85 -1.64 1.20
C -0.174 0.321 0.252 -5.80 -1.31 -3.53
P -1.093 1.740 -0.896 1.28 -2.39 -0.23
C -1.468 -0.991 0.665 2.98 0.62 -2.44
S -1.649 -1.925 -0.948 0.32 -1.38 1.89
C -2.625 -0.218 1.118 0.31 -0.23 3.72
O -3.178 0.691 0.610 -1.32 0.47 -1.55
H 2.410 0.866 -0.006 -0.42 -0.07 0.42
H 2.265 -0.553 0.942 -0.46 -0.84 0.69
H 3.061 -0.473 -0.666 -1.38 -0.92 -0.02
H 0.509 -1.278 -0.828 0.09 1.61 -0.79
H 0.981 0.335 -1.508 -1.09 -0.93 0.05
H 0.078 0.678 1.160 1.88 1.02 2.61
H -0.057 2.594 -0.598 0.65 0.77 0.19
H -1.945 2.107 0.064 -0.70 1.16 1.05
H -1.154 -1.682 1.520 -0.06 0.77 -1.62
H -1.963 -0.990 -1.806 -0.29 1.16 -0.23
H -2.782 -0.395 2.230 -0.38 -0.15 -0.73
```
Positions in Å, forces in eV/Å.

## Properties
Charge   +1
Orbital gap   0.3626 Eh
SMILES   C[NH2+][C@@H](P)[C@H](S)C=O
Multiplicity   1

No. 11
ORCA calculation (the ωB97M-V functional and the def2-TZVPD basis) on a structure of composition C4H11NORb.

Structure (XYZ):
```
18
Properties=species:S:1:pos:R:3:forces:R:3
Rb -1.257 0.305 -5.087 0.09 0.03 0.21
C 1.722 -1.497 0.501 -2.30 -0.28 -0.16
C 0.681 -0.592 -0.275 0.21 0.62 1.65
C -0.363 0.045 0.670 1.37 0.46 -0.16
O -1.409 0.601 -0.088 -0.95 0.08 0.65
C -2.374 1.378 0.695 1.11 0.00 -1.34
N 1.451 0.379 -1.096 -0.21 -0.55 0.18
H 1.151 -2.228 1.074 -0.12 -0.78 -0.59
H 2.270 -1.113 1.362 0.46 1.07 -0.72
H 2.312 -1.952 -0.294 0.38 -0.28 0.61
H 0.005 -1.157 -0.917 0.60 -0.59 -0.37
H 0.125 0.818 1.264 0.15 0.37 0.15
H -0.665 -0.712 1.394 -0.53 -0.23 -0.09
H -3.246 1.456 0.046 -0.25 -0.38 0.45
H -2.008 2.402 0.770 0.24 0.06 0.33
H -2.550 0.976 1.693 -0.19 -0.22 -0.21
H 2.291 -0.161 -1.247 0.33 -0.06 -0.94
H 1.864 1.052 -0.466 -0.40 0.67 0.36
```
Positions in Å, forces in eV/Å.

## Properties
Charge   +1
Orbital gap   0.2952 Eh
Multiplicity   1

No. 12
ORCA calculation (the ωB97M-V functional and the def2-TZVPD basis) on an isolated molecule of C4H11NOS.

Structure (XYZ):
```
18
Properties=species:S:1:pos:R:3:forces:R:3
O 3.225 -0.515 0.597 -0.70 0.44 0.71
C 1.972 -0.573 1.327 -0.06 -0.32 0.91
N 0.871 -1.040 0.554 0.27 0.33 -0.36
C 0.690 -0.294 -0.691 -2.27 0.19 0.01
C -0.104 1.029 -0.487 0.18 0.77 2.21
C -1.497 1.223 -1.020 -1.20 -2.38 -1.18
S -2.687 0.014 -0.187 1.33 0.03 0.75
H 3.566 0.326 0.921 0.61 -0.17 -0.42
H 1.724 0.452 1.678 0.21 -0.47 -0.11
H 2.096 -1.235 2.226 -0.12 0.53 -0.78
H 0.885 -2.038 0.415 0.17 -0.08 -0.14
H 0.065 -0.899 -1.366 0.66 -0.07 -0.04
H 1.588 0.091 -1.147 0.63 -0.95 -0.23
H -0.195 1.219 0.634 0.56 0.05 -1.24
H 0.579 1.726 -0.943 -0.19 1.08 0.11
H -2.019 2.181 -1.023 0.78 0.17 0.42
H -1.529 0.844 -2.059 0.07 0.44 0.21
H -1.756 -0.458 0.743 -0.91 0.41 -0.84
```
Positions in Å, forces in eV/Å.

## Properties
Charge   0
Orbital gap   0.3551 Eh
SMILES   OCNCCCS
Multiplicity   1

For reference, LUMO by record: 0.0303 0.0277 0.0145 0.0247 0.0201 -0.1562 0.0222 0.0163 0.1424 -0.1372 -0.1519 0.0301 hartree.
For reference, ΔE to the lowest compared entry with this formula, charge and spin by record: 4.5544 3.6113 2.2648 1.1074 2.7997 14.0464 0.9418 3.9030 0.3463 2.9691 1.5030 1.7849 eV.